Entry 1:
{
  "formula": "C4H4N2",
  "method": "wB97M-V/def2-TZVPD",
  "elements": ["N", "H", "N", "H", "C", "C", "H", "C", "C", "H"],
  "positions_angstrom": [[-0.40, 0.67, -1.43], [1.70, 1.29, -1.22], [-1.31, -0.06, -0.68], [-0.83, 1.42, -2.02], [0.83, 0.77, -1.04], [0.02, -1.00, 1.45], [0.18, -2.07, 1.23], [-0.77, -0.27, 0.47], [0.52, 0.23, 0.66], [0.07, -0.97, 2.58]],
  "mulliken_charge": [0.200, 0.410, -0.820, 0.298, -0.274, -0.432, 0.202, 0.552, -0.332, 0.195],
  "smiles": "c1[nH]nc2c1C2",
  "homo_energy_ev": -8.37,
  "orbital_gap_ev": 8.988,
  "charge": 0
}

Entry 2:
{
  "formula": "C4H4N2",
  "method": "wB97M-V/def2-TZVPD",
  "elements": ["C", "H", "C", "N", "H", "C", "C", "N", "H", "H"],
  "positions_angstrom": [[-0.08, 0.02, 0.38], [-1.25, 0.16, -2.05], [0.37, 0.08, 1.61], [0.75, 1.16, -2.09], [-0.92, -1.74, 1.31], [-0.44, 0.71, -1.49], [-0.02, -1.22, 1.11], [-0.05, 2.04, -1.77], [0.70, -1.91, 0.66], [0.93, 0.69, 2.34]],
  "lowdin_spin": [-0.052, 0.004, 0.027, 0.822, 0.000, 0.408, -0.007, 0.796, 0.001, 0.001],
  "homo_energy_ev": [-7.58, -9.34],
  "multiplicity": 3,
  "orbital_gap_ev": [8.345, 6.147],
  "charge": 0
}

Entry 3:
{
  "formula": "C4H4N2O",
  "method": "wB97M-V/def2-TZVPD",
  "elements": ["C", "C", "H", "N", "O", "H", "N", "C", "H", "H", "C"],
  "positions_angstrom": [[-1.71, -0.98, 0.56], [-1.09, -0.01, -0.37], [1.29, 0.41, 1.43], [2.19, -0.89, -1.25], [-0.34, 1.00, 0.27], [-0.47, -0.57, -1.07], [-2.20, -1.79, 1.22], [1.64, -0.17, -0.54], [-1.88, 0.49, -0.93], [1.53, 1.74, 0.27], [1.04, 0.78, 0.42]],
  "mulliken_charge": [0.260, -0.285, 0.275, -0.365, -0.366, 0.268, -0.368, 0.221, 0.264, 0.267, -0.171],
  "smiles": "N#CCOCC#N",
  "homo_energy_ev": -11.60,
  "orbital_gap_ev": 12.063,
  "charge": 0
}

Entry 4:
{
  "formula": "C4H4N2O",
  "method": "wB97M-V/def2-TZVPD",
  "elements": ["O", "C", "C", "N", "C", "H", "N", "H", "C", "H", "H"],
  "positions_angstrom": [[-2.42, -0.49, 0.25], [1.64, 0.38, -0.94], [-2.18, 0.60, 0.58], [-2.08, 1.80, 0.77], [0.53, 0.17, -0.07], [2.23, -1.77, -0.22], [0.18, -1.13, -0.46], [-0.43, -1.69, 0.00], [1.57, -1.03, -0.64], [-1.69, 2.25, 1.50], [2.65, 0.91, -0.77]],
  "mulliken_charge": [-0.455, -0.306, 0.687, -0.459, -0.151, 0.260, -0.158, 0.250, -0.127, 0.270, 0.189],
  "smiles": "C1=C2N[C@@H]12.N=C=O",
  "homo_energy_ev": -8.72,
  "orbital_gap_ev": 9.534,
  "charge": 0
}

Entry 5:
{
  "formula": "C4H4N2O",
  "method": "wB97M-V/def2-TZVPD",
  "elements": ["H", "C", "H", "C", "H", "C", "O", "H", "N", "N", "C"],
  "positions_angstrom": [[0.97, -2.40, 0.02], [-0.97, 1.16, -0.11], [-1.02, 1.54, 0.93], [-1.49, -0.24, -0.34], [2.54, 1.04, 0.11], [0.53, -1.41, 0.06], [-0.55, 1.85, -1.01], [-2.55, -0.32, -0.60], [2.03, 0.51, 0.81], [-0.83, -1.33, -0.27], [1.33, -0.40, 0.39]],
  "mulliken_charge": [0.337, -0.128, 0.357, 0.101, 0.297, -0.329, -0.422, 0.364, -0.477, -0.448, 0.348],
  "smiles": "N=C=C/N=C\\C=O",
  "homo_energy_ev": -9.06,
  "orbital_gap_ev": 9.401,
  "charge": 0
}

Entry 6:
{
  "formula": "C4H4N2O",
  "method": "wB97M-V/def2-TZVPD",
  "elements": ["N", "C", "H", "C", "N", "H", "H", "C", "H", "O", "C"],
  "positions_angstrom": [[-1.10, -0.08, 0.83], [0.04, 0.11, 0.03], [1.31, -2.91, 0.01], [0.86, -1.11, -0.26], [0.51, -2.23, 0.08], [-0.05, 2.31, -0.30], [1.75, -0.58, -0.67], [0.44, 1.34, -0.36], [1.41, 1.31, -0.81], [-3.09, 1.18, 0.72], [-2.06, 0.65, 0.73]],
  "mulliken_charge": [-0.366, 0.729, 0.268, 0.030, -0.545, 0.277, 0.199, -0.997, 0.207, -0.397, 0.595],
  "smiles": "[H]/N=C/C(=C)N=C=O",
  "homo_energy_ev": -9.53,
  "orbital_gap_ev": 9.966,
  "charge": 0
}

Entry 7:
{
  "formula": "C4H4N2O",
  "method": "wB97M-V/def2-TZVPD",
  "elements": ["H", "C", "H", "C", "C", "H", "N", "C", "O", "H", "N"],
  "positions_angstrom": [[-1.75, -1.44, -0.07], [-0.85, 0.51, -0.52], [-1.68, 0.78, -1.00], [0.00, 1.47, 0.12], [0.31, -1.14, 0.64], [0.65, -2.28, 0.71], [1.22, -0.29, 0.22], [-0.87, -0.75, 0.01], [1.92, -0.48, -0.76], [-0.11, 2.60, 0.07], [1.15, 1.02, 0.58]],
  "mulliken_charge": [0.331, -0.978, 0.466, 0.046, -0.434, 0.245, 0.906, 0.229, -0.529, 0.350, -0.632],
  "smiles": "[O-][n+]1ccccn1",
  "homo_energy_ev": [-8.75, -8.75],
  "orbital_gap_ev": [8.005, 8.000],
  "charge": 0
}

Entry 8:
{
  "formula": "C4H4N2O",
  "method": "wB97M-V/def2-TZVPD",
  "elements": ["H", "C", "N", "H", "O", "H", "C", "N", "H", "C", "C"],
  "positions_angstrom": [[-2.21, -1.16, -0.45], [-1.32, -0.55, -0.30], [-0.26, -1.32, 0.20], [-0.73, -1.32, 1.13], [2.07, -1.41, 0.20], [-0.19, 2.44, -0.27], [1.07, -0.73, 0.13], [-1.34, 0.71, -0.46], [1.98, 1.26, 0.09], [1.04, 0.72, -0.02], [-0.13, 1.36, -0.23]],
  "mulliken_charge": [0.385, -0.071, -0.341, 0.321, -0.524, 0.379, 0.393, -0.509, 0.373, -0.314, -0.093],
  "smiles": "O=c1ccnc[nH]1",
  "homo_energy_ev": -9.85,
  "orbital_gap_ev": 9.672,
  "charge": 0
}

Entry 9:
{
  "formula": "C4H4N2O",
  "method": "wB97M-V/def2-TZVPD",
  "elements": ["O", "H", "C", "C", "H", "C", "H", "N", "H", "C", "N"],
  "positions_angstrom": [[0.52, -2.14, -1.34], [1.26, 0.95, 0.83], [-0.83, -0.41, 1.12], [0.53, 1.10, 0.14], [0.15, 0.62, -1.95], [-0.13, -1.35, -0.70], [0.69, 2.20, -0.32], [-0.50, -1.60, 0.70], [-0.82, -0.19, 2.16], [0.00, 0.21, -0.88], [-0.88, 0.61, 0.23]],
  "mulliken_charge": [-0.483, 0.320, 0.031, -0.393, 0.289, 0.443, 0.220, -0.451, 0.433, -0.013, -0.395],
  "smiles": "O=C1N=CN2C[C@@H]12",
  "homo_energy_ev": -9.94,
  "orbital_gap_ev": 10.124,
  "charge": 0
}

Entry 10:
{
  "formula": "C4H4N2O",
  "method": "wB97M-V/def2-TZVPD",
  "elements": ["C", "H", "H", "O", "N", "N", "H", "C", "C", "C", "H"],
  "positions_angstrom": [[-0.42, 0.62, -0.45], [-1.61, -1.46, 1.80], [1.33, -1.34, 1.45], [-1.20, 1.51, -1.12], [-1.64, -0.51, 1.43], [1.63, -0.89, -0.61], [-0.91, 1.59, -2.03], [0.97, 0.42, -0.61], [-0.82, -0.29, 0.51], [1.02, -0.89, 0.50], [1.64, 1.23, -0.86]],
  "mulliken_charge": [0.229, 0.258, 0.394, -0.521, -0.656, -0.511, 0.343, -0.337, 0.403, -0.003, 0.400],
  "homo_energy_ev": -8.17,
  "orbital_gap_ev": 8.356,
  "charge": 0
}

Entry 11:
{
  "formula": "C4H4N2O",
  "method": "wB97M-V/def2-TZVPD",
  "elements": ["H", "C", "H", "C", "N", "C", "C", "H", "H", "O", "N"],
  "positions_angstrom": [[0.84, -2.15, 0.02], [0.30, 1.22, 0.04], [2.83, -0.44, 0.16], [1.85, -0.29, -0.02], [-2.47, 0.65, -0.04], [-0.29, -0.04, 0.05], [0.75, -1.03, 0.03], [-3.47, 0.47, -0.09], [0.09, 2.29, 0.19], [1.65, 1.03, 0.02], [-1.81, -0.37, 0.09]],
  "mulliken_charge": [0.313, -0.484, 0.482, -0.233, -0.445, 0.843, -0.623, 0.238, 0.378, -0.303, -0.166],
  "smiles": "[H]/N=N/c1ccoc1",
  "homo_energy_ev": -9.05,
  "orbital_gap_ev": 9.604,
  "charge": 0
}

Entry 12:
{
  "formula": "C4H4N2O",
  "method": "wB97M-V/def2-TZVPD",
  "elements": ["H", "C", "H", "N", "C", "H", "N", "H", "C", "O", "C"],
  "positions_angstrom": [[1.56, -0.46, 1.26], [0.44, 0.45, -2.06], [0.60, 0.28, -3.14], [-0.10, -0.66, 2.75], [-0.93, 0.17, -1.60], [0.63, 1.09, 1.57], [-2.02, -0.06, -1.29], [-1.49, -1.14, 1.12], [0.63, 0.01, 1.58], [1.31, 0.82, -1.32], [-0.61, -0.73, 1.61]],
  "mulliken_charge": [0.244, 0.095, 0.317, -0.473, 0.291, 0.246, -0.336, 0.319, -0.424, -0.354, 0.074],
  "smiles": "C1=NC1.N#CC=O",
  "homo_energy_ev": -10.12,
  "orbital_gap_ev": 9.035,
  "charge": 0
}

What maximum force values result from the calculations? In sequence: 8.4 5.9 1.2 4.4 0.7 5.4 5.0 2.1 4.8 1.1 3.5 1.2 eV/Å.
What ΔE to the lowest compared entry with this formula, charge and spin values result from the calculations? In sequence: 156.2 142.7 41.0 124.8 67.7 41.3 132.9 29.7 75.2 125.3 72.4 86.6 kcal/mol.